[1]
C3H6O2 | ωB97M-V with the def2-TZVPD basis set

Its strongest force on any atom is 0.4 eV Å⁻¹. As for the orbital gap: 11.191 eV. For the LUMO energy, the calculation gives 0.0369 Eh. The energy above the lowest of the compared OMol25 structures with the same formula, charge and spin comes out at 37.0 kcal/mol. As for the structure (SMILES): O[C@H]1CCO1.

The geometry in XYZ format:
```
11
C3H6O2 (ωB97M-V with the def2-TZVPD basis set)
O -1.83467 -0.58188 0.32356
C -0.66301 -0.54955 -0.42284
C 0.10885 0.78051 -0.49172
C 1.09552 0.08148 0.44646
O 0.40667 -1.17437 0.28416
H -1.54722 -0.60657 1.24675
H -0.88175 -1.02764 -1.38246
H 0.52320 0.97485 -1.48399
H -0.41173 1.66443 -0.11929
H 2.13326 0.01897 0.10809
H 1.07088 0.41976 1.49128
```

These are the Mulliken partial charges, in e, on atoms 1 to 6: -0.516, 0.212, -0.552, -0.280, -0.448, 0.320


[2]
C41H16Cl104F4IN2OPS | ωB97M-V with the def2-TZVPD basis set

Its strongest force on any atom is 6.6 eV Å⁻¹. As for the orbital gap: 5.989 eV. For the LUMO energy, the calculation gives -0.0707 Eh.

The geometry in XYZ format:
```
171
C41H16Cl104F4IN2OPS (ωB97M-V with the def2-TZVPD basis set)
C 4.71055 -4.47160 0.72001
C 5.65682 -3.46895 1.09460
C 5.54309 -1.88722 0.77956
C 4.06645 -1.36513 0.50782
C 3.58578 -0.51548 -0.72649
C 4.71539 -0.15914 -1.83699
C 5.15020 1.41406 -1.78430
C 5.61133 1.89705 -0.31860
I 6.96719 1.51553 -3.06173
C 2.06905 0.01875 -0.86610
C 1.56423 0.91135 -2.07010
F 2.04056 2.26312 -1.79915
F 0.15584 1.04739 -2.23131
C 2.03262 0.39423 -3.55397
F 3.00010 1.25475 -4.15189
F 0.91333 0.35501 -4.47532
C 1.13429 -0.37108 0.34134
P -0.69474 0.20465 0.49205
C -1.85504 -1.15217 -0.21157
O -1.07723 0.45857 2.17593
C 1.58782 -1.24401 1.56717
N 0.89787 -1.70678 2.73889
S 1.86607 -2.63694 3.83035
N 3.30159 -2.50264 2.89277
C 3.06337 -1.76721 1.69316
H 4.36897 -4.73413 -0.33653
H 4.30289 -5.14125 1.57313
H 6.56582 -3.78813 1.72542
H 5.88788 -1.37006 1.76287
H 6.33839 -1.64691 0.00530
H 4.40027 -0.48525 -2.90343
H 5.70113 -0.72743 -1.66688
H 4.41088 2.10492 -2.30999
H 6.76124 1.84967 -0.20179
H 5.17869 1.28786 0.54750
H 5.22853 2.97684 -0.18193
H 2.39731 -0.68127 -3.43868
H -1.30298 -2.15081 -0.12793
H -2.06109 -0.83847 -1.30347
H -2.81853 -1.09389 0.40012
H -2.04840 0.59656 2.25233
C -1.63215 4.07717 2.24018
Cl -3.24201 3.36276 2.51531
Cl -0.76658 3.17473 0.97284
Cl -1.82342 5.77266 1.73466
Cl -0.69052 4.01491 3.74622
C 8.01011 5.80171 -2.74018
Cl 8.20452 7.49775 -2.24585
Cl 8.88172 5.52503 -4.26393
Cl 8.67070 4.73804 -1.47822
Cl 6.28372 5.44725 -2.97253
C 7.36682 -1.06196 5.08361
Cl 7.59468 0.63172 5.57329
Cl 8.20850 -1.35054 3.54556
Cl 8.03828 -2.13654 6.33155
Cl 5.62893 -1.39690 4.87075
C 6.39815 -1.95075 -5.66540
Cl 6.02911 -3.16613 -6.90834
Cl 5.58027 -0.42460 -6.06837
Cl 5.83155 -2.53296 -4.08442
Cl 8.15353 -1.68303 -5.60217
C 4.82595 -7.68768 3.63123
Cl 3.38187 -6.88221 2.97711
Cl 6.15583 -7.56951 2.45409
Cl 5.30560 -6.89404 5.14683
Cl 4.46304 -9.40000 3.94886
C -7.36881 3.03780 3.54408
Cl -6.77393 4.60071 4.15054
Cl -8.20557 2.17123 4.85011
Cl -8.50516 3.31899 2.20269
Cl -5.99042 2.06187 2.97927
C -6.54603 -0.28265 -0.63264
Cl -6.35794 -2.04970 -0.65460
Cl -5.13474 0.45925 0.14936
Cl -6.67785 0.32461 -2.29650
Cl -8.01295 0.14532 0.27258
C -9.99708 2.81101 -2.18929
Cl -11.38025 3.71182 -2.84850
Cl -8.66508 2.82447 -3.36254
Cl -9.45068 3.57295 -0.67781
Cl -10.48469 1.13368 -1.86393
C -6.95661 6.80830 -2.61998
Cl -6.10304 7.06720 -4.16009
Cl -8.45779 5.90762 -2.91649
Cl -5.91790 5.87976 -1.51570
Cl -7.34766 8.37911 -1.88472
C 2.52597 -10.41546 0.46472
Cl 2.51037 -11.96192 1.34164
Cl 3.82671 -9.38761 1.10243
Cl 2.80009 -10.71821 -1.26435
Cl 0.96385 -9.59548 0.68232
C -7.70275 -4.36690 -3.70854
Cl -7.40506 -2.67322 -3.26252
Cl -6.84014 -4.74406 -5.21594
Cl -7.11922 -5.43152 -2.40972
Cl -9.44591 -4.62071 -3.94400
C -4.09824 10.43458 -3.26056
Cl -4.24855 8.88885 -2.39811
Cl -2.72769 11.35225 -2.59854
Cl -3.82383 10.12403 -4.98907
Cl -5.59347 11.37416 -3.05742
C -5.12018 7.95262 -8.55819
Cl -5.56835 6.74652 -9.78323
Cl -5.83392 9.52383 -8.98424
Cl -5.72794 7.43789 -6.96940
Cl -3.35062 8.10382 -8.49462
C -3.23808 9.73786 1.83799
Cl -2.65728 11.30312 2.44721
Cl -4.07552 8.86804 3.14214
Cl -4.36260 10.01118 0.49057
Cl -1.85248 8.77470 1.27762
C 1.67152 -9.74400 6.66994
Cl 1.42860 -9.45537 4.93375
Cl 2.96168 -10.94568 6.89608
Cl 2.13363 -8.22257 7.46363
Cl 0.16345 -10.35225 7.38675
C -9.96114 4.67282 7.77716
Cl -11.33376 5.57590 7.09970
Cl -8.61520 4.68238 6.61743
Cl -9.44141 5.43612 9.29614
Cl -10.45462 2.99568 8.09610
C 5.17173 -0.51617 9.31165
Cl 5.11302 -2.08190 10.15020
Cl 6.48545 0.47095 9.99014
Cl 5.46731 -0.78725 7.58014
Cl 3.62342 0.33059 9.52497
C -6.58972 4.42436 -13.31921
Cl -4.91697 3.86403 -13.10452
Cl -7.17671 3.93676 -14.92413
Cl -7.62197 3.70193 -12.06585
Cl -6.64311 6.19505 -13.18168
C 8.49107 -10.63368 5.27347
Cl 7.84598 -9.38215 4.18976
Cl 9.05381 -9.87811 6.78031
Cl 7.21352 -11.81338 5.64263
Cl 9.85057 -11.46081 4.48169
C 12.96106 -8.81327 8.42115
Cl 14.22487 -10.02225 8.73715
Cl 11.88199 -8.70217 9.82921
Cl 13.71513 -7.23108 8.12653
Cl 12.02120 -9.29728 6.99306
C 10.55537 -3.86374 1.31024
Cl 9.93111 -2.58973 0.23887
Cl 11.15570 -3.13117 2.81348
Cl 9.25084 -5.00981 1.69024
Cl 11.88147 -4.72358 0.49857
C -10.26057 -0.01718 10.74144
Cl -9.95780 1.66701 11.21954
Cl -9.40514 -0.36467 9.22260
Cl -9.67444 -1.10955 12.01464
Cl -12.00517 -0.26175 10.50769
C -8.27479 10.29270 -13.59914
Cl -9.89315 9.60440 -13.30911
Cl -7.46860 9.37911 -14.89250
Cl -8.42361 11.99508 -14.08386
Cl -7.31306 10.18581 -12.10834
C 7.52730 -5.14640 11.03932
Cl 6.59243 -4.31561 12.30206
Cl 7.52789 -4.16465 9.55784
Cl 9.19865 -5.37885 11.59661
Cl 6.79041 -6.72777 10.70096
C -12.74534 12.76692 -14.83606
Cl -11.58074 11.63931 -14.10608
Cl -11.92693 13.74248 -16.07646
Cl -14.07075 11.84865 -15.58393
Cl -13.40258 13.83788 -13.57865
C 1.11824 -13.25106 -3.73022
Cl -0.29691 -14.21786 -4.20012
Cl 1.59633 -13.66972 -2.06994
Cl 2.46451 -13.59398 -4.83840
Cl 0.70830 -11.52250 -3.81352
```

These are the Mulliken partial charges, in e, on atoms 1 to 6: -0.300, 0.055, -0.067, 0.268, 0.237, -0.476


[3]
C43H69F3NO26 | ωB97M-V with the def2-TZVPD basis set

Its strongest force on any atom is 3.5 eV Å⁻¹. As for the orbital gap: 9.095 eV. For the LUMO energy, the calculation gives -0.0872 Eh. The energy above the lowest of the compared OMol25 structures with the same formula, charge and spin comes out at 57.7 kcal/mol. As for the total charge: +1.

The geometry in XYZ format:
```
142
C43H69F3NO26 (ωB97M-V with the def2-TZVPD basis set)
C 1.63399 -1.89375 -2.77339
C 2.05507 -0.67164 -1.83610
C 2.06050 0.75521 -2.54973
C 0.77449 1.06836 -3.44548
C 0.05558 2.46364 -3.13155
C -1.55053 2.34191 -2.98320
C -1.84556 1.43283 -1.71039
O -3.03891 0.62010 -1.74881
C -3.89948 0.91645 -2.85864
C -5.10039 -0.15307 -2.92021
O -5.92141 -0.05184 -1.73604
C -6.92707 -1.02424 -1.71172
F -7.37958 -1.42424 -2.96995
F -6.49618 -2.17409 -1.03734
F -8.03114 -0.47570 -1.04743
C -3.00629 0.66400 -4.18995
N -2.09355 1.84905 -4.28695
H 2.31031 -2.05451 -3.67468
H 1.66628 -2.84663 -2.10034
H 0.55132 -1.83472 -3.14790
H 1.35426 -0.67127 -0.93695
H 3.11898 -0.89443 -1.47175
H 2.12445 1.56465 -1.74148
H 3.01052 0.88250 -3.18187
H 1.05001 1.05547 -4.56055
H 0.00929 0.22498 -3.29710
H 0.21135 3.13688 -4.05200
H 0.53226 2.98321 -2.22970
H -1.89801 3.41068 -2.75753
H -0.98515 0.73799 -1.41033
H -1.96400 2.15002 -0.81877
H -4.29387 1.97895 -2.78419
H -5.70216 0.14242 -3.85494
H -4.71459 -1.21968 -3.09331
H -2.34171 -0.25782 -4.08524
H -3.68244 0.57431 -5.09596
H -1.37149 1.66826 -5.01135
H -2.66981 2.62505 -4.68098
C 1.44043 -2.45715 2.22490
C 2.89191 -2.82063 1.99473
C 3.73346 -2.73474 3.23311
O 5.02343 -2.44434 2.70447
C 4.82683 -1.79594 1.52589
O 5.68589 -1.22403 0.91700
O 3.52533 -1.87257 1.13129
H 1.00237 -3.06219 3.01871
H 1.33387 -1.40188 2.48180
H 0.86185 -2.61577 1.30937
H 2.96590 -3.80386 1.52890
H 3.74534 -3.67150 3.79248
H 3.44140 -1.92368 3.90426
C -8.66237 2.71227 -6.15886
C -7.22389 3.02599 -6.50696
C -6.36747 1.80832 -6.68000
O -5.07236 2.29504 -6.32302
C -5.26958 3.32366 -5.45810
O -4.39945 3.83182 -4.79899
O -6.57004 3.70166 -5.42716
H -9.11097 2.04169 -6.89520
H -8.73776 2.25645 -5.16835
H -9.25165 3.63184 -6.12444
H -7.18037 3.67528 -7.38789
H -6.37461 1.43737 -7.70726
H -6.63117 0.98906 -6.00267
C -2.78494 -2.83710 6.27603
C -1.33667 -3.20231 6.03437
C -0.47744 -3.10645 7.26180
O 0.80606 -2.82148 6.71361
C 0.59361 -2.18305 5.53345
O 1.44558 -1.61898 4.90849
O -0.71192 -2.26289 5.15662
H -3.21594 -3.43639 7.08088
H -2.88750 -1.77810 6.52539
H -3.37252 -3.00241 5.36942
H -1.26814 -4.19369 5.57357
H -0.45834 -4.03809 7.82880
H -0.76036 -2.28800 7.93074
C 4.72596 0.46911 9.12484
C 3.56434 -0.48027 8.92615
C 2.22515 0.14150 9.19598
O 1.44316 -0.97808 9.60136
C 2.30726 -1.88228 10.14110
O 1.97340 -2.84596 10.76461
O 3.59985 -1.54273 9.88133
H 4.60436 1.37075 8.52449
H 4.83261 0.75103 10.17582
H 5.66201 -0.01489 8.83609
H 3.60596 -0.92363 7.92531
H 1.79885 0.60938 8.30708
H 2.23927 0.87128 10.01149
C -1.50601 -5.98468 -1.88390
C -0.00682 -6.10493 -1.71820
C 0.40339 -6.86992 -0.49398
O 1.67436 -6.30493 -0.19063
C 1.66387 -5.03459 -0.67348
O 2.49456 -4.20590 -0.41111
O 0.58511 -4.82479 -1.48746
H -1.98565 -6.96583 -1.87786
H -1.94155 -5.36958 -1.09230
H -1.74287 -5.49017 -2.82933
H 0.44152 -6.52682 -2.62383
H 0.49166 -7.94040 -0.68451
H -0.26098 -6.71338 0.36163
C -9.20357 3.74456 -12.43073
C -8.46921 3.56906 -11.11965
C -7.08140 4.14061 -11.12433
O -6.41112 3.32181 -10.16868
C -7.05006 2.12104 -10.16935
O -6.63044 1.13065 -9.63906
O -8.22304 2.18696 -10.85212
H -9.23365 4.79421 -12.73099
H -8.73509 3.15919 -13.22568
H -10.23014 3.38171 -12.33989
H -9.06630 3.97263 -10.29454
H -7.06289 5.18765 -10.81854
H -6.57145 4.04132 -12.08717
C 3.27217 2.50344 2.32545
C 4.47539 2.64516 3.23189
C 5.48929 1.55310 3.06286
O 6.09768 1.49146 4.35043
C 5.15854 1.92492 5.23804
O 5.24258 1.81240 6.42545
O 4.10153 2.49689 4.59910
H 3.57189 2.43156 1.27732
H 2.68211 1.62186 2.58944
H 2.61104 3.36674 2.43792
H 4.92780 3.63503 3.10807
H 6.22826 1.79084 2.29646
H 5.04846 0.57696 2.84194
C 8.43039 1.40226 5.92344
C 9.54283 2.26135 5.36376
C 10.77968 1.48931 5.00516
O 11.80636 2.46223 5.16690
C 11.35819 3.35122 6.09621
O 12.03921 4.17864 6.62315
O 10.03149 3.17020 6.34989
H 8.17700 0.58839 5.24254
H 8.70723 0.98243 6.89429
H 7.53860 2.00350 6.08886
H 9.17648 2.84836 4.51396
H 10.75504 1.11998 3.97862
H 10.98252 0.65242 5.68069
```

These are the Mulliken partial charges, in e, on atoms 1 to 6: -0.122, 0.056, -0.678, 0.336, -1.130, 0.025


[4]
C5H6O2 | ωB97M-V with the def2-TZVPD basis set

Its strongest force on any atom is 3.2 eV Å⁻¹. As for the orbital gap: 9.445 eV. For the LUMO energy, the calculation gives 0.0027 Eh. The energy above the lowest of the compared OMol25 structures with the same formula, charge and spin comes out at 87.0 kcal/mol. As for the structure (SMILES): C=C=C(C=O)CO.

The geometry in XYZ format:
```
13
C5H6O2 (ωB97M-V with the def2-TZVPD basis set)
C 2.29787 -0.67110 -0.77248
C 1.26461 -0.35403 -0.07906
C 0.03760 0.09664 0.13937
C -0.12428 1.51887 0.38720
O -1.16061 2.01439 0.79738
C -1.12376 -0.85576 0.31922
O -2.34969 -0.33041 -0.10978
H 1.57203 -0.16651 -1.51363
H 3.33232 -1.04830 -0.78701
H 0.75946 2.15315 0.16082
H -1.13618 -1.11767 1.38565
H -0.94502 -1.77645 -0.24823
H -2.42435 0.53719 0.32055
```

These are the Mulliken partial charges, in e, on atoms 1 to 6: -0.567, -0.101, 0.307, 0.040, -0.575, -0.484